Record 1
An isolated molecule of C13H20N2S at a distorted geometry. Source: OMol25; level of theory: ωB97M-V with the def2-TZVPD basis set.

Each line ends with the natural charge from an NBO analysis.
Atoms and positions in Å:
N1 -2.087 -1.004 -1.023  -0.560
S1 -0.427 0.936 -1.969  0.231
C1 -1.657 -0.334 -2.041  0.301
C2 -1.734 -0.700 0.281  0.184
C3 -0.568 0.006 0.621  -0.065
N2 -2.168 -0.833 -3.221  -0.804
C4 -2.731 -1.185 1.286  -0.435
C5 -0.397 0.462 2.098  -0.432
C6 -2.217 -1.143 2.724  -0.389
C7 -1.636 0.293 2.963  -0.389
C8 3.328 0.734 -1.219  -0.404
C9 2.512 -0.404 -1.826  -0.401
C10 2.458 1.950 -0.921  -0.398
C11 1.326 -0.808 -0.858  -0.419
C12 1.346 1.536 0.022  -0.420
C13 0.456 0.401 -0.469  -0.136
H1 -1.499 -0.878 -3.967  0.382
H2 -2.699 -1.676 -3.030  0.406
H3 -3.599 -0.584 1.182  0.211
H4 -3.045 -2.236 1.062  0.221
H5 0.393 -0.164 2.568  0.199
H6 -0.126 1.523 2.155  0.215
H7 -3.043 -1.331 3.422  0.205
H8 -1.484 -1.950 2.867  0.198
H9 -2.414 1.007 2.724  0.198
H10 -1.382 0.424 4.023  0.206
H11 3.808 0.353 -0.298  0.191
H12 4.113 1.009 -1.892  0.208
H13 2.086 -0.079 -2.775  0.203
H14 3.131 -1.304 -1.996  0.212
H15 3.010 2.773 -0.454  0.214
H16 2.008 2.306 -1.858  0.201
H17 0.694 -1.516 -1.399  0.217
H18 1.756 -1.220 0.071  0.209
H19 0.726 2.430 0.151  0.218
H20 1.763 1.208 0.994  0.219

* F_max: 0.0598 hartree/bohr
* frontier orbital gap: 8.4 eV
* SMILES string: NC1=NC2=C(CCCC2)C2(CCCCC2)S1
* charge: 0
* ΔE to the lowest compared entry with this formula, charge and spin: 0.0 kcal/mol
* M: 236.4 g/mol
* HOMO: -7.634 eV

Record 2
C26H25BeN5 as an isolated structure. Source: OMol25; level of theory: ωB97M-V with the def2-TZVPD basis set.

Each line ends with the natural charge from an NBO analysis.
Atoms and positions in Å:
Be1 -0.058 0.783 -0.130  1.685
C1 0.919 0.602 2.426  -0.210
C2 2.163 1.321 1.915  -0.462
C3 2.683 0.774 0.611  0.242
C4 4.017 0.419 0.462  -0.227
C5 4.475 -0.016 -0.768  -0.108
C6 3.585 -0.087 -1.831  -0.239
C7 2.269 0.245 -1.600  0.061
N1 1.814 0.659 -0.406  -0.625
N2 -0.285 0.960 1.631  -0.607
C8 -1.436 0.089 1.980  -0.262
C9 -2.443 0.161 0.860  0.212
C10 -3.749 -0.272 0.983  -0.228
C11 -4.569 -0.219 -0.134  -0.108
C12 -4.064 0.287 -1.324  -0.231
C13 -2.752 0.714 -1.357  0.074
N3 -1.951 0.640 -0.289  -0.617
C14 -0.671 2.391 1.845  -0.275
C15 -0.316 3.246 0.655  0.218
C16 -0.295 4.627 0.709  -0.229
C17 0.000 5.332 -0.446  -0.104
C18 0.274 4.635 -1.616  -0.231
C19 0.247 3.257 -1.583  0.069
N4 -0.049 2.574 -0.469  -0.631
H1 1.059 -0.477 2.354  0.222
H2 0.745 0.848 3.475  0.217
H3 1.951 2.387 1.786  0.233
H4 2.943 1.254 2.670  0.257
H5 4.688 0.501 1.306  0.244
H6 5.513 -0.294 -0.899  0.249
H7 3.903 -0.400 -2.815  0.251
H8 1.533 0.169 -2.393  0.205
H9 -1.082 -0.937 2.091  0.239
H10 -1.880 0.386 2.933  0.230
H11 -4.119 -0.636 1.932  0.246
H12 -5.594 -0.561 -0.075  0.250
H13 -4.678 0.359 -2.210  0.254
H14 -2.323 1.140 -2.257  0.214
H15 -1.750 2.446 2.000  0.246
H16 -0.201 2.776 2.751  0.239
H17 -0.507 5.142 1.637  0.247
H18 0.023 6.414 -0.434  0.252
H19 0.512 5.150 -2.535  0.255
H20 0.471 2.673 -2.467  0.213
N5 -0.066 -1.123 -0.466  -0.569
C20 -0.069 -2.265 -0.586  0.481
C21 -0.071 -3.685 -0.751  -0.169
C22 0.070 -4.253 -2.017  -0.163
C23 0.062 -5.629 -2.139  -0.195
C24 -0.085 -6.429 -1.013  -0.137
C25 -0.227 -5.861 0.248  -0.197
C26 -0.221 -4.486 0.386  -0.166
H21 0.183 -3.622 -2.889  0.231
H22 0.169 -6.083 -3.115  0.244
H23 -0.090 -7.506 -1.115  0.243
H24 -0.342 -6.489 1.120  0.243
H25 -0.329 -4.030 1.362  0.223

* F_max: 0.0055 hartree/bohr
* frontier orbital gap: 9.6 eV
* charge: +2
* ΔE to the lowest compared entry with this formula, charge and spin: 6.3 kcal/mol
* M: 416.5 g/mol
* HOMO: -14.869 eV

Record 3
C40H31BrF12N7O7S2V as an isolated structure. Source: OMol25; level of theory: ωB97M-V with the def2-TZVPD basis set.

Each line ends with the Löwdin spin population.
Atoms and positions in Å:
V1 0.608 0.623 -0.516  1.111
C1 -3.500 -4.081 -2.446  0.000
C2 -2.566 -2.903 -2.447  0.000
C3 -3.000 -1.630 -2.792  0.000
C4 -2.128 -0.552 -2.775  -0.002
C5 -0.794 -0.726 -2.421  -0.002
N1 0.106 0.355 -2.313  -0.082
C6 0.238 1.327 -3.312  0.003
C7 -0.401 1.169 -4.550  -0.017
C8 -0.316 2.120 -5.546  0.003
C9 0.422 3.282 -5.367  -0.017
C10 0.506 4.344 -6.426  -0.003
C11 1.119 3.411 -4.175  0.004
C12 1.068 2.461 -3.162  -0.014
C13 2.018 2.654 -1.983  0.004
O1 1.991 1.576 -1.113  0.020
C14 1.656 3.883 -1.094  0.000
F1 3.583 4.510 0.343  -0.001
F2 0.291 3.898 -0.994  0.000
F3 2.003 5.059 -1.638  0.000
C15 3.482 2.684 -2.511  -0.001
F4 4.368 2.426 -1.545  0.000
F5 3.648 1.744 -3.451  0.000
F6 3.831 3.858 -3.057  0.000
C16 -0.351 -2.000 -2.030  -0.001
C17 -1.236 -3.067 -2.062  0.000
C18 1.069 -2.061 -1.475  0.005
O2 1.191 -1.128 -0.453  -0.007
C19 1.385 -3.411 -0.784  -0.001
F7 2.612 -3.386 -0.248  0.000
F8 0.516 -3.639 0.206  0.000
F9 1.327 -4.463 -1.614  0.000
C20 2.144 -1.815 -2.608  0.000
F10 1.585 -1.502 -3.786  -0.001
F11 2.901 -2.902 -2.840  0.000
F12 2.975 -0.831 -2.274  0.000
H1 -4.460 -3.823 -2.890  0.000
H2 -3.079 -4.915 -3.009  0.000
H3 -3.683 -4.436 -1.430  0.000
H4 -4.035 -1.471 -3.070  0.000
H5 -2.483 0.438 -3.030  0.000
H6 -0.972 0.272 -4.737  -0.001
H7 -0.839 1.952 -6.480  0.001
H8 -0.165 4.122 -7.256  0.000
H9 0.232 5.322 -6.027  -0.001
H10 1.518 4.425 -6.825  -0.001
H11 1.739 4.286 -4.030  0.001
H12 -0.908 -4.055 -1.772  0.000
C21 1.116 0.674 4.144  0.000
C22 0.558 0.588 2.765  0.003
N2 1.196 0.933 1.702  -0.002
N3 2.522 1.260 1.912  -0.001
C23 3.110 2.363 1.390  0.000
N4 4.439 2.264 1.179  0.001
S1 2.030 3.538 0.783  -0.002
C24 -0.796 0.032 2.555  0.000
C25 -1.832 0.262 3.455  0.000
C26 -3.080 -0.261 3.172  0.000
C27 -3.254 -0.999 2.011  0.001
C28 -2.164 -1.175 1.174  0.000
N5 -0.962 -0.677 1.438  0.003
H13 1.810 1.507 4.240  0.000
H14 0.328 0.766 4.886  0.000
H15 1.646 -0.261 4.349  0.000
H16 3.084 0.545 2.361  0.000
H17 4.779 1.392 0.798  0.000
H18 4.843 3.108 0.797  0.000
H19 -1.679 0.857 4.342  0.000
H20 -3.907 -0.095 3.849  0.000
H21 -4.210 -1.436 1.758  0.000
H22 -2.249 -1.747 0.254  0.000
Br1 -6.187 0.983 -1.974  0.000
C29 -5.047 2.197 -1.074  0.000
C30 -5.460 3.504 -0.861  0.000
N6 -4.703 4.399 -0.239  0.000
C31 -3.510 4.010 0.199  0.000
C32 -3.015 2.724 0.019  -0.001
C33 -3.801 1.791 -0.640  0.000
C34 -1.652 2.355 0.539  0.000
O3 -1.183 2.868 1.529  0.001
O4 -1.084 1.438 -0.202  -0.005
H23 -6.435 3.831 -1.205  0.000
H24 -2.903 4.745 0.714  0.000
H25 -3.438 0.786 -0.805  0.000
N7 1.902 -1.956 2.459  0.000
C35 1.666 -2.772 3.587  0.000
C36 2.720 -3.442 4.209  0.000
C37 2.500 -4.167 5.369  0.000
C38 1.238 -4.235 5.937  0.000
C39 0.191 -3.574 5.320  0.000
C40 0.396 -2.848 4.154  0.000
S2 0.969 -5.196 7.434  0.000
O5 -0.334 -4.753 7.912  0.000
O6 1.003 -6.576 6.975  0.000
O7 2.089 -4.826 8.288  0.000
H26 1.081 -1.800 1.887  0.000
H27 2.645 -2.301 1.868  0.000
H28 3.717 -3.383 3.785  0.000
H29 3.322 -4.675 5.857  0.000
H30 -0.790 -3.630 5.776  0.000
H31 -0.441 -2.340 3.685  0.000

* F_max: 0.0152 hartree/bohr
* frontier orbital gap (spin up / spin down): 5.1 / 6.2 eV
* charge: -1
* 2S+1: 2
* ΔE to the lowest compared entry with this formula, charge and spin: 61.8 kcal/mol
* M: 1144.7 g/mol
* HOMO (spin up / spin down): -5.327 / -5.327 eV

Record 4
C41H59Cl2GeN2O6Ti as an isolated structure. Source: OMol25; level of theory: ωB97M-V with the def2-TZVPD basis set.

Each line ends with the Löwdin spin population.
Atoms and positions in Å:
Ti1 0.195 0.094 0.137  0.947
C1 -3.262 0.257 -3.170  0.001
C2 -2.722 1.405 -2.310  0.003
C3 -2.717 2.709 -3.103  0.000
C4 -3.496 1.500 -1.011  0.005
C5 -4.642 2.281 -0.918  0.000
C6 -5.368 2.351 0.259  0.001
C7 -4.942 1.648 1.371  0.001
C8 -3.804 0.848 1.325  0.007
C9 -3.368 0.080 2.560  0.000
C10 -4.334 -1.071 2.846  0.001
C11 -3.220 0.982 3.784  0.000
C12 -3.097 0.760 0.115  0.019
N1 -1.961 -0.091 0.044  0.248
C13 -2.190 -1.392 -0.091  0.175
C14 -1.214 -2.371 0.158  0.176
N2 0.020 -2.110 0.597  0.241
C15 0.650 -3.208 1.259  0.013
C16 -0.026 -3.862 2.320  0.016
C17 0.559 -4.980 2.907  -0.001
C18 1.796 -5.446 2.516  0.012
C19 2.468 -4.779 1.510  -0.002
C20 1.927 -3.671 0.867  0.012
C21 2.776 -3.086 -0.249  0.002
C22 2.054 -3.024 -1.592  0.003
C23 3.412 -1.749 0.123  0.003
C24 -1.356 -3.409 2.916  0.003
C25 -2.518 -4.315 2.488  0.002
C26 -1.319 -3.383 4.449  0.000
H1 -2.701 0.179 -4.105  0.000
H2 -4.315 0.427 -3.411  0.000
H3 -3.178 -0.698 -2.649  0.001
H4 -1.687 1.169 -2.062  0.002
H5 -3.697 2.929 -3.534  0.000
H6 -2.007 2.633 -3.929  0.000
H7 -2.418 3.553 -2.478  0.000
H8 -4.969 2.850 -1.780  0.000
H9 -6.258 2.967 0.313  0.000
H10 -5.501 1.719 2.297  0.000
H11 -2.381 -0.336 2.364  0.000
H12 -5.341 -0.696 3.052  0.000
H13 -4.001 -1.641 3.716  0.000
H14 -4.399 -1.754 1.996  0.001
H15 -4.158 1.479 4.042  0.000
H16 -2.456 1.741 3.615  0.000
H17 -2.903 0.387 4.643  0.000
H18 -3.192 -1.740 -0.339  0.010
H19 -1.525 -3.406 0.054  0.009
H20 0.034 -5.484 3.709  0.000
H21 2.237 -6.313 2.993  0.001
H22 3.444 -5.130 1.195  0.000
H23 3.602 -3.794 -0.371  0.000
H24 1.285 -2.260 -1.584  0.001
H25 1.584 -3.983 -1.827  0.000
H26 2.759 -2.787 -2.392  0.000
H27 4.188 -1.486 -0.600  0.000
H28 2.701 -0.928 0.125  0.001
H29 3.867 -1.792 1.114  0.000
H30 -1.549 -2.390 2.584  0.002
H31 -2.326 -5.343 2.807  0.000
H32 -2.678 -4.330 1.410  0.001
H33 -3.445 -3.987 2.962  0.000
H34 -1.345 -4.393 4.867  0.000
H35 -2.201 -2.858 4.823  0.000
H36 -0.436 -2.866 4.814  0.000
Cl1 0.283 -0.998 -7.582  0.002
C27 0.232 -0.769 -5.850  0.006
C28 -0.162 -1.824 -5.026  0.000
C29 -0.200 -1.658 -3.664  0.007
C30 0.154 -0.428 -3.051  0.004
O1 0.115 -0.313 -1.774  0.024
C31 0.519 0.643 -3.915  0.007
C32 0.786 2.001 -3.445  0.003
O2 0.575 2.453 -2.341  0.006
C33 0.567 0.442 -5.301  0.000
H37 -0.436 -2.773 -5.469  0.000
H38 -0.508 -2.467 -3.015  0.003
H39 1.157 2.674 -4.249  0.000
H40 0.857 1.267 -5.942  0.000
O3 0.384 -0.967 4.061  0.003
Cl2 1.026 -0.190 3.003  0.005
O4 1.774 0.912 3.590  0.001
O5 1.687 1.143 0.270  -0.017
O6 -0.144 0.446 2.218  0.025
C34 1.548 6.831 -0.488  0.000
C35 2.123 6.138 0.743  0.000
C36 3.233 5.135 0.421  0.000
C37 2.727 3.920 -0.355  0.000
Ge1 1.432 2.862 0.676  0.000
C38 -0.446 3.326 0.290  0.002
C39 -1.204 3.794 1.533  0.000
C40 -2.492 4.553 1.220  0.000
C41 -2.236 5.945 0.651  0.000
H41 0.766 7.541 -0.213  0.000
H42 1.108 6.113 -1.182  0.000
H43 2.327 7.378 -1.025  0.000
H44 1.313 5.623 1.275  0.000
H45 2.503 6.891 1.439  0.000
H46 3.692 4.809 1.359  0.000
H47 4.019 5.648 -0.146  0.000
H48 3.542 3.249 -0.636  0.000
H49 2.246 4.226 -1.286  0.000
H50 1.671 3.106 2.176  0.000
H51 -0.976 2.484 -0.171  0.001
H52 -0.423 4.092 -0.491  0.000
H53 -0.560 4.430 2.154  0.000
H54 -1.428 2.919 2.146  0.000
H55 -3.093 4.638 2.130  0.000
H56 -3.089 3.967 0.516  0.000
H57 -1.662 6.552 1.357  0.000
H58 -3.170 6.470 0.440  0.000
H59 -1.668 5.901 -0.280  0.000

* F_max: 0.0165 hartree/bohr
* frontier orbital gap (spin up / spin down): 6.8 / 7.8 eV
* charge: -1
* 2S+1: 3
* ΔE to the lowest compared entry with this formula, charge and spin: 0.0 kcal/mol
* M: 867.3 g/mol
* HOMO (spin up / spin down): -4.407 / -5.819 eV